The following is a quantum chemistry calculation of C23H23Br2CoF3N5O5 as an isolated structure, from the OMol25 dataset.

- Total charge: -1
- ΔE to the lowest compared entry with this formula, charge and spin: 0.0 kJ/mol
- Spin multiplicity: 2
- HOMO (alpha / beta): -4.81 / -4.73 eV
- Calculated total energy: -8370.85849 a.u.

Cartesian coordinates (Å):
Co (-0.4528, 0.3218, 0.5378)
N (1.0334, -0.3890, 1.6988)
C (1.0754, -1.8619, 1.6979)
C (2.4673, -2.4501, 1.4141)
C (3.4362, -1.6643, 0.5152)
C (2.8851, -1.1388, -0.8188)
N (1.8272, -1.9547, -1.3836)
C (1.9553, -3.1835, -1.8057)
N (3.1893, -3.7049, -2.0113)
N (0.8549, -3.9217, -2.0155)
C (-0.0190, -2.4327, 0.7618)
O (0.0247, -3.6584, 0.5112)
O (-0.8773, -1.6292, 0.3245)
H (1.9398, 0.0388, 1.5631)
H (0.6369, -0.0419, 2.5704)
H (0.7690, -2.2138, 2.6866)
H (2.2918, -3.4406, 0.9913)
H (2.9893, -2.6100, 2.3609)
H (4.2896, -2.3235, 0.3324)
H (3.8496, -0.8041, 1.0502)
H (3.6992, -0.9926, -1.5390)
H (2.4250, -0.1604, -0.6897)
H (0.9362, -1.4196, -1.5194)
H (3.9527, -3.0780, -2.1960)
H (3.2765, -4.6496, -2.3362)
H (0.1763, -3.8360, -1.2286)
H (0.9942, -4.8574, -2.3580)
Br (0.8890, -0.3347, -4.6014)
C (-0.7012, 0.3072, -3.7803)
C (-1.7731, 0.6834, -4.5986)
C (-2.9312, 1.1419, -4.0427)
Br (-4.3598, 1.6454, -5.1973)
C (-3.0776, 1.2379, -2.6356)
C (-4.2440, 1.6846, -1.9726)
C (-4.2742, 1.7151, -0.6100)
C (-3.1433, 1.3097, 0.1227)
N (-2.0479, 0.9003, -0.4730)
C (-1.9859, 0.8551, -1.8295)
C (-0.7333, 0.3827, -2.3894)
O (0.2364, 0.0722, -1.6177)
H (-1.6739, 0.6086, -5.6725)
H (-5.1005, 1.9914, -2.5574)
H (-5.1529, 2.0439, -0.0725)
H (-3.1443, 1.3132, 1.2087)
C (1.2501, 4.7511, 1.1363)
C (1.7257, 3.9397, 0.1153)
C (1.1970, 2.6652, -0.0705)
C (0.1838, 2.1407, 0.7480)
C (-0.2791, 2.9933, 1.7620)
C (0.2373, 4.2700, 1.9571)
H (1.6563, 5.7452, 1.2861)
H (2.5059, 4.3039, -0.5464)
H (1.5689, 2.0658, -0.8984)
H (-1.0696, 2.6459, 2.4199)
H (-0.1530, 4.8933, 2.7552)
F (-1.1802, 0.4504, 5.6654)
C (-2.1277, -0.2225, 4.9683)
F (-3.2446, -0.1889, 5.7084)
F (-1.7260, -1.5111, 4.9281)
C (-2.2987, 0.3874, 3.5400)
O (-3.3340, 1.0179, 3.3311)
O (-1.3200, 0.1507, 2.7987)

The following is a quantum chemistry calculation of one molecule with the formula C3H8N4 in a non-equilibrium geometry, from the OMol25 dataset.

- ΔE to the lowest compared entry with this formula, charge and spin: 534.8 kJ/mol
- HOMO: -8.39 eV
- Calculated total energy: -337.95009 a.u.

Cartesian coordinates (Å):
C (-0.3338, 1.7242, -0.6226)
C (-1.6663, 0.9595, -0.1728)
C (0.7343, -1.9723, 0.5294)
N (0.8284, 1.3691, -0.8749)
N (0.4185, 0.0098, 1.7265)
N (1.2406, 0.0953, -0.5641)
N (0.7617, -0.6199, 0.7882)
H (-0.6001, 2.7496, -0.8402)
H (-1.6971, 0.8959, 0.9177)
H (-1.6325, -0.0403, -0.7912)
H (-2.3788, 1.6360, -0.6455)
H (-0.0052, -1.9949, -0.3537)
H (1.6361, -2.3872, 0.0788)
H (0.4634, -2.5489, 1.4665)
H (2.2308, 0.1239, -0.6421)